A 4-piece molecular cluster, C33H78ClF3N10O3P3 overall in a non-equilibrium geometry, computed with ωB97M-V with the def2-TZVPD basis set.

Calculated values
- Lowest unoccupied orbital energy: -3.682 eV
- HOMO level: -9.528 eV
- Strongest force on any atom: 7.4 eV/A
- Frontier orbital gap: 5.846 eV
- Total charge: +1

Last column: Löwdin charge in e.
Cartesian coordinates (Å):
H  1.837  -1.326  2.323  0.0808
N  -7.084  6.512  4.337  -0.2962
N  3.083  -0.766  -2.927  -0.3390
N  7.161  -9.865  -4.736  -0.3043
C  3.317  -3.742  -4.542  -0.1271
C  -1.036  3.181  3.609  -0.0564
P  5.928  -8.681  -4.192  0.7576
H  -5.161  5.587  4.291  0.0612
H  1.065  4.560  5.016  0.0765
H  0.938  -0.441  1.060  0.0576
C  -0.056  2.635  1.540  -0.1813
H  2.520  4.683  2.280  0.1073
H  0.532  5.515  1.409  0.1127
H  7.713  -10.263  -2.730  0.0758
C  -10.000  4.741  3.763  -0.1464
N  6.818  -7.355  -4.823  -0.3323
C  3.705  -10.059  -4.663  -0.1459
C  -10.557  7.033  3.426  -0.1229
H  0.134  -0.885  2.620  0.0708
C  4.032  -0.229  -1.962  -0.1479
H  8.618  -7.278  -3.701  0.0805
C  -1.643  1.886  3.060  0.0657
N  -9.498  6.113  3.825  -0.3489
H  3.373  -8.967  -6.845  0.0823
H  -8.198  9.276  7.413  0.0830
Cl  -0.446  6.511  3.297  0.7026
H  8.409  -11.373  -3.902  0.0792
H  2.170  2.684  1.884  0.0923
N  3.500  -3.196  -3.207  -0.2968
C  -4.123  3.725  2.240  -0.1982
C  -8.322  9.194  4.833  -0.1356
N  1.034  -2.736  -3.462  -0.3449
H  -8.193  7.552  7.728  0.0720
H  6.284  -11.358  -5.982  0.0841
H  -2.408  1.258  3.518  0.1680
C  -1.744  4.388  1.456  -0.1229
H  -7.639  7.585  2.599  0.0704
H  -1.302  0.878  1.316  0.1969
H  2.125  6.053  3.264  0.0983
H  -10.888  4.595  4.387  0.0816
H  -11.220  7.304  4.255  0.0907
H  7.927  -5.694  -4.133  0.0793
H  0.941  1.051  3.687  0.1078
H  -7.269  9.302  4.528  0.0805
F  -6.100  3.845  1.043  0.1848
C  -6.168  5.412  4.680  -0.1482
C  0.388  5.145  2.432  -0.5686
H  1.879  3.172  4.181  0.0451
C  1.804  5.021  3.045  -0.2658
H  3.631  -0.294  -0.947  0.0552
H  -10.243  4.471  2.733  0.0804
C  7.069  -10.595  -5.988  -0.1370
H  -9.233  4.036  4.104  0.0701
H  -1.647  3.752  4.319  0.1319
H  4.440  -1.011  -4.548  0.0831
H  1.581  1.515  0.722  0.1250
H  7.639  -6.182  -6.340  0.0844
C  2.994  0.722  3.103  -0.0703
H  4.984  -0.779  -1.984  0.0814
H  3.249  -5.044  -2.164  0.0791
P  -8.604  6.411  5.289  0.7561
C  4.230  -8.485  -6.371  -0.1261
H  4.949  -8.330  -7.177  0.0545
H  -7.391  5.851  2.333  0.0726
H  6.693  -11.515  -3.459  0.0752
C  1.351  1.986  1.694  -0.0897
H  6.698  -7.514  -6.929  0.0507
H  -6.017  6.936  2.603  0.0849
H  4.901  -4.732  -2.739  0.0725
H  2.761  -0.674  -5.016  0.0510
C  1.909  4.254  4.382  -0.0799
H  -11.169  6.594  2.636  0.0821
N  4.788  -9.340  -5.331  -0.3476
H  -0.528  -2.231  -4.780  0.0831
H  8.316  -7.814  -6.264  0.0833
C  7.682  -6.717  -3.838  -0.1459
O  -9.743  6.032  6.222  -0.2742
H  -2.059  3.605  0.753  0.1028
H  4.278  -3.854  -1.347  0.0751
H  -0.137  2.812  0.458  0.1628
F  -4.399  3.066  3.429  0.0148
H  -6.801  8.289  6.916  0.0775
H  3.159  0.130  4.013  0.0893
F  -4.406  2.769  0.111  0.1831
C  1.467  0.835  2.745  -0.3884
H  -0.680  -2.939  -2.211  0.0744
H  -8.614  10.118  5.337  0.0873
H  -6.533  4.451  4.295  0.0712
H  4.099  -10.674  -3.848  0.0729
H  -3.454  5.650  1.770  0.1194
C  4.005  -4.267  -2.325  -0.1351
O  4.898  -7.857  -3.433  -0.3005
H  7.184  -6.655  -2.867  0.0660
H  2.866  4.455  4.878  0.0893
C  -7.898  8.311  7.001  -0.1393
C  7.392  -7.229  -6.143  -0.1359
O  1.313  -1.386  -1.478  -0.3205
C  0.366  -1.784  -4.341  -0.1252
H  -1.478  5.251  0.834  0.1191
H  3.737  0.600  -4.361  0.0848
C  -4.861  3.446  1.126  -0.3049
H  2.578  -4.547  -4.578  0.0861
H  -0.521  -4.158  -3.498  0.0835
H  0.999  -1.524  -5.189  0.0559
N  -1.097  1.665  1.930  0.1481
H  0.511  -4.242  -2.079  0.0745
C  -0.500  3.888  2.343  -0.3436
H  3.504  1.694  3.131  0.0702
P  2.272  -2.184  -2.373  0.7820
H  8.024  -11.097  -6.170  0.0922
H  -10.140  7.942  2.989  0.0539
H  4.234  0.828  -2.154  0.0788
H  3.450  0.133  2.289  0.0802
C  -3.016  4.779  2.281  -0.1356
C  -7.050  6.722  2.901  -0.1363
H  -6.075  5.327  5.768  0.0812
H  3.033  -2.979  -5.263  0.0651
H  6.905  -9.935  -6.837  0.0677
C  0.031  -3.550  -2.778  -0.1470
C  3.525  -0.468  -4.270  -0.1373
H  -8.938  9.147  3.938  0.0510
N  -8.536  8.069  5.713  -0.3310
C  7.508  -10.809  -3.656  -0.1455
H  3.902  -7.510  -5.989  0.0808
H  3.212  -10.738  -5.363  0.0822
H  2.957  -9.382  -4.239  0.0777
C  1.075  -0.562  2.146  -0.0624
H  0.066  -0.866  -3.822  0.0834
H  -0.275  2.756  4.296  0.1236
H  -2.822  5.119  3.303  0.0832
H  4.273  -4.149  -4.885  0.0954



C18H35CoN2S as an isolated structure in a non-equilibrium geometry, computed with ωB97M-V with the def2-TZVPD basis set.

Calculated values
- Lowest unoccupied orbital energy (alpha / beta): -7.431 / -9.984 eV
- HOMO level (alpha / beta): -14.061 / -16.031 eV
- Strongest force on any atom: 4.4 eV/A
- Spin multiplicity: 5
- Frontier orbital gap (alpha / beta): 6.630 / 6.047 eV
- Total charge: +2

Last column: Mulliken spin population.
Cartesian coordinates (Å):
C  -0.750  0.193  -4.324  0.0102
C  -0.862  -1.831  -1.175  0.1621
H  -0.809  2.335  -2.423  0.0176
H  -0.179  -2.378  5.543  -0.0001
C  1.089  1.699  -1.668  0.3777
H  -1.702  0.738  -4.236  0.0002
H  2.856  -1.337  -2.846  -0.0077
C  -0.483  -0.572  -3.071  0.1883
C  -0.110  1.646  4.261  0.0027
H  -3.258  -0.384  -1.047  0.0019
H  1.673  1.623  -2.604  -0.0067
H  -1.470  -1.343  4.859  -0.0003
H  1.796  1.996  -0.862  0.0125
C  -1.467  -0.917  -2.085  0.0723
H  1.208  3.316  4.696  0.0001
H  0.507  2.533  6.135  0.0001
C  -0.672  -2.058  4.616  0.0018
H  -0.441  0.705  4.718  -0.0008
C  0.349  -1.422  3.685  -0.0016
H  1.009  -2.203  3.275  0.0004
H  -3.018  0.463  -2.602  -0.0006
N  0.501  1.352  2.944  0.0195
C  0.922  2.348  5.134  0.0009
H  0.725  2.233  2.485  -0.0036
H  -2.186  -3.379  -0.542  0.0260
C  -2.895  -0.495  -2.079  -0.0008
H  -0.983  2.307  4.106  0.0000
H  1.376  -2.635  0.279  -0.0059
H  -3.533  -1.236  -2.588  0.0052
H  -0.052  4.686  -3.032  0.0121
C  -1.590  -2.563  -0.110  0.0187
C  1.547  -2.753  -0.796  0.0267
H  2.013  -1.970  -4.277  0.0167
H  -0.825  -1.388  1.930  0.0010
C  0.639  3.876  -2.781  0.0586
H  -0.896  -3.024  0.601  -0.0017
H  -1.129  -2.944  4.148  0.0000
H  0.986  -0.694  4.200  0.0000
H  1.816  1.715  5.236  -0.0002
C  0.529  -1.957  -1.519  0.1006
H  -0.366  3.222  -0.968  0.0025
S  -0.786  0.980  0.610  0.1999
C  2.008  -1.176  -3.516  0.0325
H  2.104  -0.208  -4.018  0.0079
H  2.534  -2.347  -1.029  0.0058
H  -0.818  -0.485  -5.196  0.0109
N  -0.339  -0.753  2.557  0.0261
H  0.981  3.440  -3.727  -0.0041
H  0.072  0.903  -4.516  0.0034
C  0.041  2.783  -1.890  0.0836
C  -0.166  0.488  2.123  -0.0136
C  0.758  -1.196  -2.715  0.2056
H  -2.278  -1.902  0.435  0.0097
H  0.728  -0.570  0.109  -0.1357
H  1.520  -3.818  -1.058  -0.0003
H  1.499  4.323  -2.267  -0.0040
Co  0.277  0.032  -1.116  2.4660



C26H40F9MnN2O2SSbTe as an isolated structure, computed with ωB97M-V with the def2-TZVPD basis set.

Calculated values
- Lowest unoccupied orbital energy (alpha / beta): -1.556 / -1.906 eV
- HOMO level (alpha / beta): -7.629 / -8.416 eV
- Strongest force on any atom: 0.5 eV/A
- Spin multiplicity: 6
- Frontier orbital gap (alpha / beta): 6.073 / 6.509 eV

Last column: Mulliken spin population.
Cartesian coordinates (Å):
C  2.972  2.091  -2.994  0.0004
H  -5.104  -1.602  -0.634  -0.0082
O  1.582  0.153  0.508  0.3227
H  0.337  5.372  2.402  0.0022
H  -2.698  -0.425  2.236  -0.0006
C  2.097  1.039  -3.218  0.0037
H  -3.411  3.301  -3.555  0.0003
F  3.279  0.716  2.674  0.0004
H  -3.369  1.608  -4.035  0.0052
H  -0.333  -1.873  -4.791  0.0828
H  1.064  -0.354  2.806  -0.0035
H  -1.599  -3.939  -6.119  0.0707
Sb  -2.400  -0.012  -1.436  0.5291
C  0.229  3.794  0.940  -0.0200
O  0.787  -0.695  -1.888  0.0417
C  -0.151  2.498  0.698  -0.0271
H  1.048  -3.257  -0.410  -0.0132
C  -1.331  -2.287  -4.776  0.8011
C  1.095  -1.411  3.062  0.0147
H  -4.767  0.963  -0.724  -0.0123
C  -0.545  3.564  3.155  -0.0103
C  2.843  3.252  -3.749  0.0005
H  -2.477  2.675  -1.280  -0.0034
H  -0.696  -2.637  -2.032  0.0202
Mn  0.145  -0.339  -0.095  3.0549
F  -1.483  1.562  3.925  0.0005
C  -0.933  -3.361  -1.256  -0.0204
F  0.779  4.506  -0.046  -0.0004
C  -4.886  -0.972  0.231  0.0328
C  -1.410  -1.980  1.517  0.0563
C  0.967  2.304  -4.905  0.0023
H  -2.510  -4.067  -4.622  0.0120
H  -0.797  -4.356  -1.685  -0.0035
H  0.859  -3.346  2.188  -0.0006
H  -1.991  -3.277  -1.000  -0.0037
H  3.727  -1.344  -3.723  0.0000
C  1.685  4.636  -5.506  0.0000
H  3.728  2.005  -2.222  0.0001
H  0.769  5.160  -5.226  0.0000
H  -5.838  -0.720  0.700  0.0020
H  2.521  5.315  -5.342  0.0000
H  -1.472  -2.781  2.259  -0.0124
C  0.036  4.358  2.188  0.0292
H  3.522  4.078  -3.579  0.0000
H  0.181  2.392  -5.646  0.0009
H  0.335  -1.652  3.806  0.0011
C  -1.562  -3.724  -5.042  0.0089
F  3.617  1.766  0.382  -0.0014
H  -3.772  0.841  0.707  0.0095
C  -3.460  2.277  -3.177  0.0340
C  1.845  3.374  -4.706  -0.0009
H  -2.171  -2.168  0.762  0.0060
C  -2.364  2.020  -2.148  0.0518
H  -1.217  -0.581  3.158  0.0051
H  2.818  -2.531  -2.734  -0.0008
C  -4.120  0.282  -0.165  0.0267
F  -0.758  4.064  4.377  -0.0009
H  -2.157  -1.595  -4.687  0.0375
C  2.750  -1.623  -3.328  0.0014
H  1.626  4.421  -6.573  0.0000
H  -0.762  -4.344  -4.632  0.0099
C  -0.918  2.253  2.918  -0.0014
F  5.618  0.478  1.630  0.0025
H  -0.153  -4.131  0.582  -0.0040
S  2.295  -0.370  -2.148  0.0090
C  1.087  1.141  -4.169  -0.0133
H  1.930  -2.306  1.243  0.0019
N  -0.983  0.371  1.286  -0.0830
H  -1.377  2.208  -2.570  -0.0390
H  2.015  -1.675  -4.130  0.0019
C  -0.724  1.659  1.665  0.0723
H  -4.332  -1.585  0.946  0.0018
Te  3.907  0.014  0.958  0.0226
C  0.007  -3.270  -0.073  0.0549
H  0.393  0.321  -4.309  -0.0032
F  4.846  -0.067  -0.762  0.0004
N  -0.086  -2.065  0.846  -0.2016
F  0.037  1.960  -0.543  0.0176
H  -4.458  2.138  -2.757  -0.0014
H  2.064  -1.575  3.535  0.0009
C  1.026  -2.317  1.851  0.0172
C  -1.621  -0.608  2.152  0.0079
F  2.663  -2.183  -0.624  0.0010



C29H32CoFN5OPSi as an isolated structure, computed with ωB97M-V with the def2-TZVPD basis set.

Calculated values
- Energy relative to the best compared isomer or geometry (same formula, charge and spin): 366.5 kJ/mol
- Lowest unoccupied orbital energy (alpha / beta): -2.138 / -3.392 eV
- HOMO level (alpha / beta): -8.858 / -8.847 eV
- Strongest force on any atom: 0.9 eV/A
- Spin multiplicity: 2
- Frontier orbital gap (alpha / beta): 6.720 / 5.455 eV
- Total charge: +1

Last column: Mulliken spin population.
Cartesian coordinates (Å):
H  1.282  2.516  -2.305  0.0067
H  -3.143  -4.190  -2.988  -0.0001
Si  -1.659  -1.799  -2.579  -0.0055
C  0.188  2.714  0.031  0.0008
H  -0.802  0.405  -1.983  0.0069
C  1.779  0.678  -1.368  0.3060
H  -1.270  3.232  3.847  0.0000
C  3.640  0.325  -3.464  -0.0728
C  1.878  1.610  -2.367  -0.0875
H  -1.743  1.905  -0.446  0.0004
H  5.287  2.263  1.983  0.0001
N  -2.163  -2.366  -1.151  0.0012
N  -1.211  2.238  3.724  0.0000
C  -1.400  0.009  -2.798  -0.0019
H  -4.211  -5.188  1.735  0.0000
C  -1.303  -2.754  -4.125  0.0003
P  0.880  1.048  0.134  -0.0223
F  -2.810  -3.060  1.329  0.0002
H  2.188  -2.771  -1.641  -0.0208
N  -1.100  0.099  4.658  0.0001
C  -3.978  -5.001  0.693  -0.0001
H  4.388  0.259  -4.245  0.0002
H  -0.937  2.913  6.160  0.0000
H  0.859  6.007  0.483  0.0000
H  2.687  0.066  4.589  0.0001
C  2.168  1.067  1.393  0.0211
C  4.339  1.768  2.162  0.0024
H  1.967  3.802  0.571  0.0008
C  3.390  1.699  1.154  0.0003
H  0.995  -0.070  2.772  0.0016
Co  -1.490  -1.495  0.681  -0.0011
H  -4.429  -6.195  -2.436  0.0000
C  2.877  0.535  3.630  0.0012
C  -1.042  5.204  -0.103  0.0001
N  -0.921  1.925  5.994  0.0000
H  -1.364  1.861  2.803  -0.0001
H  4.817  1.263  4.194  -0.0002
C  1.606  -1.847  -1.633  0.0998
H  -4.986  -6.732  -0.081  0.0000
C  -1.240  -0.554  3.541  0.0004
C  2.763  1.441  -3.446  0.3930
H  3.601  2.124  0.177  0.0054
N  -1.356  -1.203  2.591  -0.0009
C  2.539  -0.632  -1.427  0.0173
C  0.919  3.870  0.306  -0.0005
H  -0.509  -2.259  -4.688  -0.0004
C  0.299  5.109  0.247  -0.0001
H  -0.885  0.212  -3.739  0.0038
C  1.923  0.467  2.624  0.0075
H  -2.189  -2.788  -4.770  0.0001
H  2.814  2.186  -4.230  0.0124
C  4.076  1.200  3.405  -0.0001
O  -0.237  0.110  0.496  0.0123
H  3.031  -0.789  -0.458  0.0398
H  4.242  -1.485  -2.544  0.0042
H  1.098  -1.757  -2.603  -0.0060
C  -1.776  4.054  -0.368  0.0005
C  -4.093  -5.546  -1.637  0.0000
H  -1.517  6.175  -0.167  0.0000
C  -4.407  -5.849  -0.318  0.0001
H  -1.003  -3.783  -3.919  0.0001
C  3.568  -0.635  -2.515  0.2827
H  -2.359  0.537  -2.805  -0.0005
H  -2.827  4.128  -0.625  0.0001
C  -3.240  -3.897  0.346  0.0003
C  -1.087  1.399  4.770  -0.0001
C  -1.169  2.809  -0.285  -0.0050
C  -2.893  -3.549  -0.949  0.0002
C  -3.356  -4.414  -1.947  0.0001
H  -0.849  1.293  6.771  0.0000
H  0.863  -1.915  -0.839  -0.0044



One molecule with the formula C6H10O2 in a non-equilibrium geometry, computed with ωB97M-V with the def2-TZVPD basis set.

Calculated values
- Energy relative to the best compared isomer or geometry (same formula, charge and spin): 583.0 kJ/mol
- Lowest unoccupied orbital energy: 0.717 eV
- HOMO level: -8.022 eV
- Strongest force on any atom: 2.9 eV/A
- SMILES: CCC1[C@@H]2OCO[C@@H]12
- Frontier orbital gap: 8.739 eV

Last column: Löwdin charge in e.
Cartesian coordinates (Å):
H  -1.608  -0.637  -2.357  0.1208
O  0.789  0.204  1.721  -0.0407
H  -2.311  -2.895  -2.020  0.0742
C  1.926  0.953  1.233  -0.1321
H  -1.922  0.372  -0.059  0.1434
H  -3.064  -1.822  -1.032  0.0606
C  -1.233  -1.120  -1.462  -0.2726
O  1.511  1.654  -0.005  -0.0743
H  -0.249  -1.476  -1.794  0.1226
C  0.137  1.182  -0.200  -0.1060
H  -0.593  1.953  -0.079  0.1104
H  0.903  -0.672  -0.062  0.1347
C  -2.117  -2.233  -1.213  -0.1227
C  -1.006  -0.175  -0.322  -0.0332
H  -1.844  -2.746  -0.281  0.0970
H  2.047  1.717  1.949  0.1177
H  2.772  0.316  0.993  0.1301
C  0.205  -0.104  0.465  -0.3300



A 2-piece molecular cluster, C6H12O overall, computed with ωB97M-V with the def2-TZVPD basis set.

Calculated values
- Energy relative to the best compared isomer or geometry (same formula, charge and spin): 149.5 kJ/mol
- Lowest unoccupied orbital energy: 0.932 eV
- HOMO level: -8.505 eV
- Strongest force on any atom: 0.8 eV/A
- SMILES: C/C=C/C=C/C.O
- Frontier orbital gap: 9.438 eV

Last column: Löwdin charge in e.
Cartesian coordinates (Å):
H  -1.399  3.744  0.177  0.0706
O  3.683  -1.145  0.554  -0.0635
H  -0.072  -3.003  -1.748  0.0780
H  -1.635  -0.537  -1.463  0.1004
H  1.103  1.035  0.750  0.0980
H  -1.288  3.137  1.802  0.0733
C  -0.843  1.685  0.308  -0.1680
H  2.813  -0.717  0.444  0.0057
H  -1.056  -3.257  -0.343  0.0709
H  -1.784  -2.924  -1.887  0.0643
C  -0.007  -0.606  -0.159  -0.1355
C  -0.966  -2.641  -1.230  -0.1111
H  0.739  -1.251  0.293  0.0894
H  3.853  -1.076  1.502  0.0378
C  -0.807  3.090  0.821  -0.1035
H  0.214  3.474  0.953  0.0771
C  -0.900  -1.168  -0.970  -0.1566
C  0.143  0.794  0.286  -0.1224
H  -1.790  1.368  -0.090  0.0949



Q: The lowest strongest force on any atom belongs to which entry?
A: C26H40F9MnN2O2SSbTe